Record 1
Molecular formula: C43H51As2Br2CsN6O3P2
Method: DFT, ωB97M-V with the def2-TZVPD basis set

Values from the calculation:
spin multiplicity: 1
relative energy (zero: lowest compared OMol25 entry of this formula, charge and spin): 2.1779 eV
E_HOMO: -6.87 eV

Each line ends with the Mulliken charge.
Element x y z (Å)
Cs 0.6892 -0.1880 0.6176  3.896
C -1.0684 1.5226 -3.1085  -1.349
C -1.0443 0.0008 -3.0563  -1.428
As -1.9467 -0.7183 -1.4569  0.346
C -3.7208 -0.0849 -2.0354  0.260
C -4.3826 -0.6000 -3.1485  -0.818
C -5.5717 -0.0381 -3.5872  -0.749
C -6.1105 1.0587 -2.9273  -0.594
C -5.4636 1.5793 -1.8171  -0.539
C -4.2813 1.0039 -1.3713  -0.222
C -2.2325 -2.5483 -2.0812  0.064
C -3.2682 -3.2718 -1.4853  -0.347
C -3.5072 -4.5921 -1.8255  -0.762
C -2.7093 -5.2155 -2.7783  -0.604
C -1.6923 -4.5038 -3.3916  -0.659
C -1.4588 -3.1770 -3.0494  -0.178
As -0.0062 2.3963 -1.6805  0.149
C 0.2298 4.1234 -2.5891  0.193
C -0.6101 4.5942 -3.5958  0.090
C -0.4020 5.8393 -4.1708  -0.832
C 0.6545 6.6342 -3.7492  -0.456
C 1.5034 6.1738 -2.7538  -0.676
C 1.2931 4.9270 -2.1838  -0.845
C -1.4672 2.9226 -0.4833  0.948
C -1.6278 2.2045 0.7000  1.002
C -2.6740 2.4773 1.5690  -1.470
C -3.5742 3.4892 1.2693  -0.598
C -3.4104 4.2303 0.1072  -0.959
C -2.3653 3.9494 -0.7609  -0.140
H -2.0973 1.8864 -3.0643  0.630
H -0.6314 1.8574 -4.0512  0.663
H -0.0169 -0.3674 -3.0522  0.732
H -1.5475 -0.4079 -3.9361  0.591
H -3.9684 -1.4500 -3.6788  0.329
H -6.0791 -0.4536 -4.4493  0.409
H -7.0336 1.5042 -3.2767  0.373
H -5.8737 2.4357 -1.2961  0.453
H -3.7877 1.4008 -0.4925  0.445
H -3.9090 -2.7818 -0.7577  0.316
H -4.3241 -5.1317 -1.3624  0.435
H -2.8889 -6.2492 -3.0461  0.386
H -1.0703 -4.9791 -4.1397  0.415
H -0.6596 -2.6366 -3.5424  0.249
H -1.4422 3.9931 -3.9425  0.371
H -1.0652 6.1914 -4.9510  0.398
H 0.8155 7.6069 -4.1958  0.383
H 2.3328 6.7872 -2.4249  0.392
H 1.9582 4.5656 -1.4066  0.437
H -0.9247 1.4235 0.9598  -1.540
H -2.7778 1.8970 2.4770  0.394
H -4.3968 3.7030 1.9399  0.395
H -4.1012 5.0317 -0.1251  0.437
H -2.2468 4.5441 -1.6565  0.360
C 2.9571 -4.1637 1.6209  -1.450
C 2.4979 -3.5393 2.9085  1.002
C 3.0737 -3.9708 4.1249  -1.071
C 2.7324 -3.3451 5.2853  -1.047
C 1.7995 -2.2844 5.2651  0.733
C 1.4188 -1.5482 6.4050  -0.026
Br 2.1769 -1.9419 8.1131  -0.269
C 0.5109 -0.5289 6.3125  -0.569
C -0.0510 -0.2211 5.0787  0.448
Br -1.2981 1.2102 4.9902  -0.198
C 0.2462 -0.8873 3.8784  -0.720
O -0.2827 -0.5834 2.7591  -0.325
C 1.2311 -1.9478 4.0048  -0.281
N 1.6018 -2.5805 2.8615  0.498
H 2.7635 -5.2393 1.6189  0.318
H 4.0343 -4.0256 1.5057  0.438
H 2.4597 -3.7069 0.7729  0.103
H 3.7975 -4.7758 4.1160  0.505
H 3.1748 -3.6379 6.2274  0.394
H 0.2310 0.0383 7.1889  0.469
N -2.5298 -2.1885 2.0132  -0.881
N -1.9660 -3.4475 1.8014  0.224
C -0.9334 -3.7165 1.0010  -0.501
N -0.4584 -4.9613 0.9544  -0.209
N -0.4705 -2.6787 0.2910  0.119
N 0.4355 -2.8209 -0.6440  0.787
O 0.7973 -1.7668 -1.1727  -0.344
O 0.9062 -3.9152 -0.9995  -0.848
H -2.8982 -1.8303 1.1393  0.210
H -1.8002 -1.5358 2.3244  0.249
H -2.3340 -4.1775 2.3852  0.151
H -0.8133 -5.6848 1.5526  0.156
H 0.2546 -5.1371 0.2624  0.215
C 2.9064 1.5103 3.9896  -1.146
P 2.6781 2.0946 2.2589  0.822
C 3.9553 3.4281 2.2609  -1.365
C 3.6298 0.7776 1.3670  0.132
C 3.7201 1.0835 -0.1323  -0.284
P 3.7792 -0.4724 -1.1603  0.625
C 5.5752 -0.4606 -1.6050  -1.287
C 3.1348 0.2246 -2.7411  -0.989
H 3.9607 1.4855 4.2722  0.423
H 2.4807 0.5126 4.0999  0.142
H 2.3661 2.1735 4.6664  0.392
H 4.9177 3.0543 2.6154  0.392
H 3.6159 4.2307 2.9166  0.426
H 4.0723 3.8385 1.2570  0.315
H 3.0683 -0.1490 1.5228  -0.888
H 4.6185 0.6424 1.8135  0.776
H 4.5882 1.7089 -0.3505  0.623
H 2.8271 1.6369 -0.4492  -0.423
H 5.8618 0.4967 -2.0443  0.359
H 5.7763 -1.2561 -2.3236  0.398
H 6.1765 -0.6465 -0.7143  0.383
H 3.6946 1.1132 -3.0391  0.446
H 2.0851 0.4875 -2.6104  -0.192
H 3.2067 -0.5340 -3.5218  0.462


Record 2
Molecular formula: C32H37F18O17Zr
Method: DFT, ωB97M-V with the def2-TZVPD basis set

Values from the calculation:
spin multiplicity: 2
E_HOMO (spin up / spin down): -6.80 / -6.94 eV

Each line ends with the Löwdin spin population.
Element x y z (Å)
Zr -3.2122 0.7028 1.2516  0.848
C -2.1235 -0.8162 5.3661  0.020
C -2.4397 -0.4314 3.9092  -0.018
C -2.5127 -1.7192 2.8939  0.009
O -2.8608 -1.3986 1.7841  0.024
C -2.3100 -3.0804 3.3975  -0.005
C -1.9721 -3.2617 4.6600  0.000
C -1.8621 -2.1145 5.6677  0.002
O -1.4628 -2.4314 6.8605  0.035
O -1.8635 -4.5267 5.0313  -0.025
O -2.7731 0.6525 3.3366  -0.005
H -2.0154 0.0193 6.0419  0.001
H -2.4253 -3.9354 2.7478  0.000
C 0.8918 -0.4970 -0.5027  0.003
C 0.2860 0.5477 0.4840  0.003
O -1.0832 0.4793 0.8899  0.041
H 0.9383 -1.5320 -0.1641  0.000
H 1.8926 -0.2181 -0.8324  0.000
H 0.3858 -0.4250 -1.4654  0.000
H 0.5805 1.4859 0.0136  0.000
H 0.8585 0.4450 1.4058  0.001
C -1.5368 -0.5417 -7.1071  0.000
C -0.5793 -1.7042 -7.4283  0.000
O 0.3117 -1.7268 -6.3568  0.000
C 0.3975 -2.8121 -5.5656  0.000
O -0.0893 -3.8827 -5.8545  0.000
C 1.0219 -2.5375 -4.1949  0.000
F 1.5176 -1.3523 -4.1453  0.000
F 0.0651 -2.6326 -3.2846  0.000
F 1.9568 -3.4887 -3.8529  0.000
H -1.7300 -0.4286 -6.0404  0.000
H -2.4759 -0.6210 -7.6547  0.000
H -1.1685 0.4312 -7.4324  0.000
H 0.0340 -1.5602 -8.3178  0.000
H -1.2337 -2.5725 -7.5051  0.000
C 3.5611 -6.1477 5.1110  0.000
C 3.7146 -4.5519 5.4159  0.000
O 3.2073 -3.6640 4.4221  0.000
C 1.9905 -3.2528 4.4135  0.000
O 1.1267 -3.5521 5.2978  0.000
C 1.5937 -2.3271 3.2303  0.000
F 1.4122 -1.0459 3.7538  0.000
F 2.6186 -2.1954 2.3678  0.000
F 0.5383 -2.7949 2.5505  0.000
H 4.5177 -6.6561 4.9909  0.000
H 2.9443 -6.1782 4.2128  0.000
H 2.8867 -6.6179 5.8267  0.000
H 4.7673 -4.3407 5.6038  0.000
H 3.2041 -4.2237 6.3213  0.000
C -1.8865 3.2596 -4.2307  0.000
C -0.7673 3.9451 -3.4871  0.000
O 0.4766 3.6377 -4.1269  0.000
C 1.2492 2.6027 -3.6885  0.000
O 1.0098 1.9063 -2.6785  0.000
C 2.5787 2.3927 -4.4693  0.000
F 2.5879 1.0659 -4.8637  0.000
F 2.6112 3.1259 -5.5495  0.000
F 3.6230 2.6387 -3.7002  0.000
H -1.6886 2.2708 -4.6443  0.000
H -2.2152 3.8692 -5.0724  0.000
H -2.7099 3.0827 -3.5387  0.000
H -0.7328 3.6659 -2.4341  0.000
H -1.0462 4.9911 -3.3606  0.000
C -3.9247 4.3628 4.6034  0.000
C -2.4126 4.1647 4.5674  0.001
O -1.7095 4.5374 3.3838  0.008
C -1.6037 3.7810 2.2920  0.014
O -2.3762 2.8213 1.9398  0.005
C -0.3937 4.2741 1.4594  0.001
F 0.7720 3.8253 2.0016  0.001
F -0.4178 3.8741 0.1593  0.000
F -0.2958 5.6172 1.4560  0.001
H -4.5184 3.5888 5.0897  0.000
H -4.4580 4.4565 3.6574  0.000
H -4.2714 5.2367 5.1549  0.000
H -2.3738 3.0975 4.7862  0.000
H -1.8845 4.6877 5.3647  0.000
C -3.3463 -4.2282 -0.1794  0.000
C -2.0671 -3.4955 -0.7199  0.000
O -2.4600 -2.7930 -1.8824  0.004
C -3.0610 -1.6093 -1.8739  0.005
O -3.1891 -0.8521 -0.8983  0.026
C -3.4740 -1.1770 -3.3084  0.000
F -3.0621 -1.9951 -4.2516  0.000
F -4.7616 -1.1190 -3.3243  0.000
F -2.9275 -0.0261 -3.5986  0.000
H -3.1215 -4.8614 0.6788  0.000
H -3.6757 -4.7643 -1.0695  0.000
H -4.0579 -3.4330 0.0425  0.000
H -1.3151 -4.2138 -1.0463  0.000
H -1.6738 -2.8561 0.0704  0.000
C 5.0126 1.4387 1.0358  0.000
C 4.0055 1.4687 -0.1177  0.000
O 4.0799 2.7645 -0.7666  0.000
C 3.7083 3.9070 -0.1540  0.000
O 3.2313 3.9397 0.9256  0.000
C 4.0107 5.1574 -0.9816  0.000
F 4.2736 4.9176 -2.3133  0.000
F 2.9752 6.0221 -1.0472  0.000
F 5.0147 5.8311 -0.4815  0.000
H 6.0256 1.7537 0.7854  0.000
H 5.2862 0.4693 1.4524  0.000
H 4.5323 1.9554 1.8668  0.000
H 3.0488 1.3380 0.3879  0.000
H 4.2750 0.7142 -0.8568  0.000


Record 3
Molecular formula: C2H2O2S2
Method: DFT, ωB97M-V with the def2-TZVPD basis set

Values from the calculation:
spin multiplicity: 1
SMILES: O=C(S)C(O)=S
relative energy (zero: lowest compared OMol25 entry of this formula, charge and spin): 1.6249 eV
E_HOMO: -9.35 eV

Each line ends with the natural charge from an NBO analysis.
Element x y z (Å)
C 0.7963 0.3396 0.1518  0.140
C -0.8496 0.5737 -0.1097  0.373
H 0.4170 2.1753 0.5359  0.508
H -0.8197 -1.7973 0.5062  0.179
O 1.3347 1.5793 0.1843  -0.632
O -1.1836 1.7384 -0.2465  -0.542
S 1.7707 -1.0470 -0.1195  -0.059
S -1.8011 -0.9780 0.0697  0.033


Record 4
Molecular formula: C13H29BBr8N5O4S
Method: DFT, ωB97M-V with the def2-TZVPD basis set

Values from the calculation:
spin multiplicity: 1
charge: +1
E_HOMO: -11.35 eV

Each line ends with the natural charge from an NBO analysis.
Element x y z (Å)
N 8.4490 -2.0799 4.8719  -1.145
B 7.7340 -1.3560 3.7910  1.120
O 8.5108 -0.4956 2.9303  -0.892
C 6.1324 -1.3893 3.5049  0.121
N 5.2189 -2.4580 3.3277  -0.456
C 3.9342 -1.8280 3.0599  0.589
N 2.7842 -2.4706 2.7960  -0.567
C 1.5108 -1.7719 2.4943  -0.237
C 0.3616 -1.9665 3.6014  -0.441
C 0.0164 -0.5232 4.2012  -0.642
S -1.3322 0.3874 3.3349  2.198
O -0.7955 1.7716 3.0563  -0.909
O -2.5476 0.5320 4.1838  -0.863
O -1.7577 -0.2516 1.8558  -0.838
N 4.1413 -0.4154 3.1348  -0.388
N 5.4418 -0.1510 3.3981  -0.346
H 8.1934 -1.7563 5.8111  0.410
H 8.3466 -3.0973 4.7881  0.414
H 8.4878 -0.9273 2.0430  0.511
H 2.8681 -3.4988 2.7907  0.452
H 1.7202 -0.6699 2.3422  0.211
H 1.1021 -2.2081 1.5168  0.248
H -0.5527 -2.4501 3.1294  0.234
H 0.6692 -2.6513 4.4618  0.253
H -0.3269 -0.6747 5.2821  0.291
H 0.9491 0.1198 4.1989  0.246
H -1.3511 -1.1272 1.6857  0.504
H 3.4570 0.3363 3.0211  0.450
H 5.8565 0.7813 3.4857  0.464
Br -1.2154 -0.2819 -2.0889  -0.038
C -1.3908 1.4598 -1.2322  -0.455
C -0.0990 2.2304 -1.2921  -0.424
Br 1.1722 1.5453 0.0169  -0.067
H -1.7371 1.2779 -0.2161  0.245
H -2.1725 1.9764 -1.7905  0.255
H -0.2615 3.2733 -1.0175  0.241
H 0.3910 2.1868 -2.2636  0.237
Br -0.3321 -3.6726 -0.7037  -0.064
C -1.0058 -4.4929 -2.3398  -0.425
C -2.4805 -4.2324 -2.5139  -0.458
Br -3.5422 -5.3735 -1.3434  -0.005
H -0.7572 -5.5518 -2.2895  0.239
H -0.4361 -4.0283 -3.1454  0.235
H -2.7982 -4.4897 -3.5249  0.241
H -2.7656 -3.2035 -2.2976  0.240
Br -4.1306 3.6816 -3.1765  -0.024
C -5.0486 4.8666 -1.9309  -0.447
C -4.0871 5.4552 -0.9292  -0.449
Br -3.6110 4.1553 0.4446  -0.013
H -5.8488 4.2873 -1.4728  0.238
H -5.4833 5.6508 -2.5517  0.233
H -4.5528 6.2801 -0.3889  0.236
H -3.1554 5.7982 -1.3765  0.231
Br -3.6168 0.3440 -9.0862  -0.011
C -4.5393 1.5307 -7.8458  -0.451
C -3.5840 2.1199 -6.8390  -0.446
Br -3.1188 0.8213 -5.4605  -0.021
H -5.3423 0.9527 -7.3908  0.234
H -4.9699 2.3144 -8.4700  0.233
H -4.0531 2.9459 -6.3023  0.232
H -2.6490 2.4623 -7.2798  0.233


Record 5
Molecular formula: C2H2Cl2O2S
Method: DFT, ωB97M-V with the def2-TZVPD basis set

Values from the calculation:
spin multiplicity: 1
relative energy (zero: lowest compared OMol25 entry of this formula, charge and spin): 3.9538 eV
E_HOMO (spin up / spin down): -10.31 / -10.31 eV

Each line ends with the natural charge from an NBO analysis.
Element x y z (Å)
C -0.2360 -0.6930 -0.4669  -0.606
C 1.3108 0.0814 0.3665  -0.270
O -2.7300 -0.0026 -0.8345  -0.834
O -1.6936 0.4035 1.4029  -0.847
S -1.5851 0.1714 -0.0144  2.041
Cl 2.5012 -1.0339 -0.1757  0.036
Cl 1.5433 1.7458 -0.2316  0.025
H -0.2407 -0.5006 -1.4874  0.200
H 1.1302 -0.1719 1.4411  0.255


Record 6
Molecular formula: C21H22NO3P
Method: DFT, ωB97M-V with the def2-TZVPD basis set

Values from the calculation:
spin multiplicity: 1
relative energy (zero: lowest compared OMol25 entry of this formula, charge and spin): 14.2876 eV
E_HOMO: -8.38 eV

Each line ends with the natural charge from an NBO analysis.
Element x y z (Å)
C -5.6342 -1.8177 -0.7285  -0.614
C -4.7403 -0.8314 -0.0249  0.066
C -3.3681 -0.9051 0.1293  -0.363
C -2.7312 -0.1037 0.8486  0.247
C -3.3839 0.8629 1.2797  -0.234
C -4.8241 1.1284 1.3058  -0.171
C -5.5963 0.1696 0.6953  -0.257
H -6.5896 0.4640 0.2722  0.220
H -5.3095 2.1021 1.5913  0.223
H -2.7808 1.6964 1.9908  0.207
O -1.4940 0.0101 1.0823  -0.674
P -0.6168 -1.1340 0.1523  2.379
O -0.7136 -2.8375 0.3787  -1.007
N -0.5514 -0.7557 -1.3345  -1.023
H -1.0714 -1.5655 -2.0285  0.462
C -0.8377 0.4866 -1.7235  -0.288
C 0.2891 1.2497 -1.1501  -0.032
C 1.5607 1.2027 -1.4349  -0.238
C 2.6612 2.1371 -0.9531  -0.153
C 2.1495 3.0176 0.1719  -0.237
C 0.7940 3.1328 0.2727  -0.193
C -0.2375 2.4570 -0.1074  -0.157
H -1.1697 2.6062 0.0372  0.195
H 0.4789 3.9207 1.2723  0.175
H 2.9258 3.7424 0.3067  0.228
H 3.6836 1.9153 -1.1421  0.221
H 1.9025 0.3291 -2.2457  0.216
H -1.7438 1.0486 -1.6683  0.215
H -0.7024 0.4697 -2.8234  0.207
O 0.8592 -0.6466 0.9291  -0.755
C 2.0963 -0.9216 0.4764  0.275
C 3.1117 -0.4335 1.0488  -0.251
C 4.4839 -0.7073 0.8946  0.012
C 4.6668 -1.8554 -0.1060  -0.199
C 3.6013 -2.4199 -0.7175  -0.175
C 2.3680 -1.8067 -0.3863  -0.219
H 1.5188 -2.4824 -1.0818  0.210
H 3.8265 -3.0961 -1.1948  0.167
H 5.6873 -1.9561 -0.3119  0.196
C 5.4790 0.0475 1.6749  -0.579
H 6.5058 0.0099 1.0580  0.215
H 5.8124 -0.6427 2.6301  0.210
H 5.1875 0.8281 2.0339  0.186
H 2.8726 0.2098 1.9362  0.208
H -3.1347 -1.8079 -0.3100  0.250
H -6.5272 -1.9985 -0.4105  0.211
H -5.1073 -2.8944 -0.7793  0.202
H -5.6568 -1.6246 -1.8059  0.217


> Look up the spin multiplicity of the fourth one.

1